This record from OMol25 describes a structure of composition C3H9N2OS at a distorted geometry. The level of theory is wB97M-V/def2-TZVPD.

Properties
LUMO energy: -3.616 eV
net charge: +1
relative energy (zero: lowest compared OMol25 entry of this formula, charge and spin): 238.6 kJ/mol

Structure (XYZ):
```
16
C3H9N2OS (wB97M-V/def2-TZVPD)
S -2.172 0.981 -0.456
O 2.506 0.994 0.620
N 2.475 -1.142 -0.525
N 0.473 0.457 -0.416
C 2.319 0.238 -0.455
C -0.727 0.190 0.111
C -3.411 -0.007 0.354
H 2.292 0.621 1.493
H 0.337 1.316 -0.976
H -3.668 0.541 1.324
H -2.992 -1.040 0.529
H -0.836 -0.596 0.813
H 2.565 -1.616 0.366
H -4.263 -0.056 -0.201
H 2.627 0.806 -1.286
H 2.473 -1.686 -1.295
```